(1)
The following is a quantum chemistry calculation of C6H16N4O2 in the gas phase at a distorted geometry, from the OMol25 dataset.

The calculation puts the relative energy (zero: lowest compared OMol25 entry of this formula, charge and spin) at 96.85 kcal/mol. The frontier orbital gap is 10.3 eV. Its energy is -607.47114 Ha. The value obtained for the HOMO energy is -0.3456 Eh. Its maximum force is 4.54 eV/Å. Its multiplicity is 1. The SMILES is CCCN(CCCN)N(O)N=O. The value obtained for the LUMO energy is 0.9 eV.

```
28
Properties=species:S:1:pos:R:3:forces:R:3:lowdin_charge:R:1
C -1.3756 2.6952 -0.6987 -1.73 -0.43 -0.14 -0.12
C 0.0093 2.4973 -1.1751 1.27 2.35 1.94 -0.25
C 1.0823 1.7947 -0.2868 -2.01 2.28 1.21 -0.18
N 0.5275 0.4919 -0.0695 1.18 -3.40 1.80 -0.07
C 1.2443 -0.5971 0.8062 -0.45 1.95 0.97 -0.11
C 0.5111 -1.9107 1.0302 2.25 -0.41 0.35 -0.25
C -0.6586 -1.9108 1.9086 -2.04 4.05 -0.13 -0.38
N -1.3540 -3.1568 2.1420 -1.41 -0.51 -2.72 -0.02
N 0.2916 -0.0855 -1.2694 -0.95 -0.54 0.57 -0.29
O -0.9645 -0.6152 -1.5315 1.41 0.20 -1.39 0.07
N 1.2524 -0.2192 -2.0611 -0.30 -1.16 -2.95 0.01
O 0.8970 -0.7586 -3.1623 0.41 0.38 1.10 -0.10
H -1.8729 3.5730 -1.1441 0.22 -0.51 -0.18 0.09
H -2.0435 1.8543 -0.7134 -0.33 -0.60 -0.63 0.06
H -1.3649 2.8935 0.3346 0.32 0.58 1.58 0.06
H 0.3071 3.5587 -1.0984 0.82 -0.36 -1.05 0.12
H 0.1973 2.0597 -2.1214 -0.49 0.23 -1.29 0.09
H 1.8735 2.0346 -0.9872 1.45 -1.24 0.66 0.11
H 1.2198 2.2606 0.7508 -0.10 -0.46 -1.59 0.15
H 2.2796 -0.8079 0.5962 0.38 0.03 -1.45 0.11
H 1.4111 -0.0992 1.7544 -0.58 0.29 0.54 0.11
H 0.2915 -2.3386 0.0771 -0.12 -0.72 -0.66 0.10
H 1.2097 -2.5405 1.6057 0.53 -0.11 -0.88 0.12
H -0.3929 -1.2671 2.8271 -0.50 -1.54 -0.72 0.14
H -1.2864 -1.1356 1.3167 -0.27 -1.45 1.30 0.13
H -1.8229 -3.4733 1.1607 1.68 0.69 3.26 0.14
H -0.7438 -3.8945 2.5044 -0.21 0.29 -0.45 0.06
H -0.7249 -0.9026 -2.4960 -0.43 0.13 0.96 0.13
```
Positions in Å, forces in eV/Å.



(2)
The following is a quantum chemistry calculation of a gas-phase ion, C6H16N6 (charge +2) at a distorted geometry, from the OMol25 dataset.

The calculation puts the relative energy (zero: lowest compared OMol25 entry of this formula, charge and spin) at 63.32 kcal/mol. The frontier orbital gap (spin up / spin down) is 8.4 / 8.4 eV. Its energy is -566.08007 Ha. The value obtained for the HOMO energy (spin up / spin down) is -0.5698 / -0.5700 Eh. Its maximum force is 3.14 eV/Å. Its multiplicity is 1. The value obtained for the LUMO energy (spin up / spin down) is -7.1 / -7.1 eV. As for the total charge: +2.

```
28
Properties=species:S:1:pos:R:3:forces:R:3:lowdin_charge:R:1
C -0.7861 -0.5081 0.9449 -0.10 -0.94 0.18 0.02
C -0.2085 -1.7174 0.7357 -0.34 0.97 0.13 -0.27
C 1.3000 -1.0330 -1.0510 -0.43 0.17 0.58 -0.52
C -0.0342 0.7138 0.7540 2.15 -1.06 -2.03 -0.30
C 0.1312 3.0029 -0.1403 0.70 0.79 -0.31 0.02
C -1.6222 1.5394 -0.9155 -0.56 -0.29 -0.98 0.01
N 0.8980 0.1336 -1.1694 -1.23 1.46 1.75 0.17
N 0.9883 -1.8727 0.1419 0.26 -0.60 -0.17 0.13
N 1.9779 -1.7425 -1.9777 0.45 -0.53 -0.45 0.15
N 1.0291 0.9885 1.5437 -0.51 0.20 -0.04 0.20
N -1.0067 -2.9559 1.0054 0.03 0.11 -0.10 0.28
N -0.7725 1.8922 0.2460 -0.20 -0.06 0.29 -0.11
H -1.8351 -0.4452 1.1914 -0.17 -0.03 0.08 0.13
H -0.4421 3.7653 -0.6638 -0.11 -0.12 0.10 0.12
H 0.5868 3.4708 0.7297 -0.09 -0.14 0.08 0.11
H 0.8878 2.6089 -0.8180 -0.10 -0.09 0.05 0.11
H -2.1206 2.4276 -1.2953 0.05 0.10 0.23 0.12
H -0.9677 1.1248 -1.6826 -0.08 0.09 0.15 0.09
H -2.3786 0.8080 -0.6470 0.05 0.02 0.15 0.10
H 1.3805 -2.8035 0.0763 -0.10 -0.01 0.13 0.15
H 2.3310 -1.2208 -2.7657 0.03 -0.02 0.07 0.12
H 2.5160 -2.5554 -1.7238 0.04 0.04 -0.04 0.11
H 1.6724 1.7146 1.2627 0.01 -0.04 -0.05 0.12
H 1.4791 0.2108 1.9987 -0.08 -0.08 0.12 0.13
H -1.8008 -2.7419 1.6277 0.25 -0.13 -0.09 0.19
H -0.4289 -3.6809 1.4592 -0.24 0.18 -0.02 0.19
H -1.3895 -3.3600 0.1331 0.16 0.10 0.19 0.20
H -1.3845 2.2363 1.0000 0.15 -0.09 -0.02 0.21
```
Positions in Å, forces in eV/Å.



(3)
The following is a quantum chemistry calculation of a molecular structure, C6H16NO at a distorted geometry, from the OMol25 dataset.

The calculation puts the relative energy (zero: lowest compared OMol25 entry of this formula, charge and spin) at 65.09 kcal/mol. The frontier orbital gap (spin up / spin down) is 8.9 / 5.6 eV. Its energy is -368.01946 Ha. Its expectation value of S² is 0.758. The value obtained for the HOMO energy (spin up / spin down) is -0.3036 / -0.3032 Eh. Its maximum force is 3.33 eV/Å. Its multiplicity is 2. The value obtained for the LUMO energy (spin up / spin down) is 0.7 / -2.7 eV.

```
24
Properties=species:S:1:pos:R:3:forces:R:3:lowdin_charge:R:1
C 1.0875 1.8393 -0.1603 1.52 -0.83 -0.83 -0.13
C 0.1239 1.5585 0.9885 -1.12 0.91 -0.50 -0.28
C -0.5388 0.1926 0.9634 0.71 -3.17 -0.71 -0.23
C -2.5389 -0.8018 -2.2410 0.86 -0.68 -0.43 -0.14
C -2.3680 -0.2567 -0.8425 1.96 -1.26 -0.45 -0.16
C -1.0919 -0.3096 -0.3737 -1.33 0.20 1.18 -0.14
N 2.3557 -0.4652 1.7225 -0.39 -0.30 0.11 0.18
H 0.7290 1.6247 -1.1890 -0.33 0.31 0.71 0.07
H 1.5029 2.8765 -0.1509 -0.39 -0.79 0.13 0.08
H 0.7223 1.6173 1.8858 -0.07 0.25 0.57 0.08
H -0.6614 2.3619 1.0110 0.67 -0.59 0.10 0.12
H 0.3093 -0.6157 1.1283 -2.21 1.96 0.28 0.08
H -1.3643 -0.0271 1.6670 0.64 0.80 0.32 0.11
H -2.9148 -0.0273 -2.9482 0.07 -0.68 0.43 0.07
H -1.5163 -1.1484 -2.6028 -1.26 0.60 0.24 0.08
H -3.1595 -1.7131 -2.2429 -0.23 0.49 -0.24 0.06
H -3.2763 -0.1454 -0.2653 0.13 1.12 0.20 0.09
H -0.4370 -1.0788 -0.7786 0.27 0.89 -1.07 0.08
H 3.0237 0.1762 1.3376 0.89 0.28 0.38 0.04
H 2.6048 -0.9664 2.5593 0.76 0.20 0.49 0.06
H 1.9639 1.1118 -0.0910 -0.92 1.04 -0.06 0.06
H 2.0593 -2.5467 -0.3048 -0.14 -0.08 -0.09 0.02
H 1.9895 -1.3037 0.8583 -1.69 -0.75 -1.38 -0.04
O 1.3953 -1.9528 0.0692 1.59 0.08 0.64 -0.18
```
Positions in Å, forces in eV/Å.



(4)
The following is a quantum chemistry calculation of a gas-phase ion, C6H16NO (charge +1) at a distorted geometry, from the OMol25 dataset.

The calculation puts the relative energy (zero: lowest compared OMol25 entry of this formula, charge and spin) at 26.51 kcal/mol. The frontier orbital gap is 9.0 eV. Its energy is -367.94019 Ha. The value obtained for the HOMO energy is -0.4679 Eh. Its maximum force is 1.18 eV/Å. Its multiplicity is 1. The SMILES is [NH3+]CCCCCCO. The value obtained for the LUMO energy is -3.7 eV. As for the total charge: +1.

```
24
Properties=species:S:1:pos:R:3:forces:R:3:lowdin_charge:R:1
N 2.9474 0.8131 1.3010 -0.52 0.46 -0.55 0.20
C 2.3705 -0.1797 0.3080 0.21 -0.36 0.21 -0.13
C 1.2294 -0.9314 0.9604 -0.62 0.00 -0.28 -0.18
C -0.0786 -0.1406 1.0712 -0.13 0.16 -0.22 -0.20
C -0.6850 0.3562 -0.2543 0.11 -0.20 0.30 -0.19
C -1.7286 -0.5799 -0.8790 -0.84 0.73 -0.40 -0.17
C -2.9981 0.1813 -1.3217 0.14 -0.50 -0.18 -0.27
O -2.7804 0.8995 -2.5312 -0.09 -0.25 -0.09 -0.07
H 2.9123 0.3698 2.2185 0.44 0.21 0.16 0.17
H 2.3829 1.6663 1.3338 -0.17 -0.16 0.16 0.17
H 3.8786 1.1295 1.0288 0.18 -0.29 0.30 0.17
H 3.1841 -0.8471 0.0626 0.23 -0.17 -0.03 0.13
H 2.1010 0.3590 -0.5937 -0.11 0.12 0.03 0.12
H 1.5005 -1.2833 1.9537 0.35 0.02 0.23 0.12
H 1.0657 -1.8599 0.4098 -0.02 0.13 -0.25 0.13
H 0.0239 0.6935 1.7732 0.19 0.06 -0.02 0.11
H -0.8089 -0.7893 1.5315 -0.18 -0.23 0.34 0.11
H 0.1024 0.4984 -0.9847 0.19 0.26 -0.21 0.09
H -1.1257 1.3404 -0.0849 -0.04 -0.04 -0.06 0.12
H -1.3439 -0.9795 -1.8105 0.19 -0.55 0.02 0.11
H -2.0629 -1.3861 -0.2247 0.33 -0.08 0.13 0.11
H -3.2932 0.8935 -0.5605 -0.05 0.28 0.12 0.11
H -3.8333 -0.5198 -1.4370 0.11 0.03 -0.02 0.12
H -2.9600 0.2962 -3.2703 0.10 0.37 0.31 0.10
```
Positions in Å, forces in eV/Å.



(5)
The following is a quantum chemistry calculation of 2 unconnected molecules or ions with the total composition C6H16NO at a distorted geometry, from the OMol25 dataset.

The calculation puts the relative energy (zero: lowest compared OMol25 entry of this formula, charge and spin) at 37.22 kcal/mol. The frontier orbital gap (spin up / spin down) is 11.3 / 7.6 eV. Its energy is -367.45554 Ha. Its expectation value of S² is 0.752. The value obtained for the HOMO energy (spin up / spin down) is -0.7141 / -0.7215 Eh. Its maximum force is 5.51 eV/Å. Its multiplicity is 2. The value obtained for the LUMO energy (spin up / spin down) is -8.1 / -12.0 eV. As for the total charge: +2.

```
24
Properties=species:S:1:pos:R:3:forces:R:3:lowdin_charge:R:1
C 0.6180 -1.7198 -0.8535 -1.83 -0.40 0.02 -0.14
C 1.5049 -0.6140 -1.3849 0.74 -0.99 0.99 -0.17
C 1.0817 0.7425 -0.8729 -1.56 0.53 0.56 -0.13
C -2.2140 2.4440 -0.0081 -0.04 -1.78 0.87 0.00
C -0.8090 2.0705 -0.1953 -2.16 3.99 2.58 0.01
C -0.4308 0.8792 -0.6504 4.22 -1.92 -2.98 0.04
N 0.9560 -2.1460 0.6144 -0.08 -1.19 -2.39 0.20
H -0.4893 -1.4124 -0.9088 1.74 -0.83 0.70 0.13
H 0.5851 -2.6149 -1.4844 0.71 0.06 0.31 0.14
H 2.5472 -0.8680 -1.0868 -0.45 0.45 -0.41 0.14
H 1.4710 -0.6598 -2.4624 0.00 0.07 -0.37 0.14
H 1.4833 1.0554 0.1222 0.50 -0.07 -0.87 0.16
H 1.3082 1.5311 -1.6581 0.01 -0.36 1.01 0.19
H -2.3083 3.2195 0.6821 -0.09 1.70 0.80 0.08
H -2.5189 2.7802 -0.9813 -0.57 0.48 -1.02 0.14
H -2.9656 1.6828 0.3388 0.95 0.08 -0.79 0.14
H -0.0747 2.8906 0.1266 -0.71 -1.45 -0.77 0.19
H -1.0171 0.1306 -1.1582 -0.98 0.48 0.38 0.13
H 2.0155 -2.1109 0.7457 -1.83 -0.53 0.13 0.21
H 0.5023 -3.1098 0.6938 1.40 1.23 0.39 0.21
H 0.4466 -1.5648 1.2764 0.05 0.37 1.00 0.08
H -1.2605 -0.7698 2.7188 -3.39 1.68 -0.06 0.02
H 0.0260 -0.6854 3.5083 0.97 1.36 1.94 0.05
O -0.4576 -1.1506 2.8779 2.41 -2.95 -2.03 0.05
```
Positions in Å, forces in eV/Å.



(6)
The following is a quantum chemistry calculation of 3 unconnected molecules or ions with the total composition C6H16NO7PS, from the OMol25 dataset.

The calculation puts the relative energy (zero: lowest compared OMol25 entry of this formula, charge and spin) at 0.00 kcal/mol. The frontier orbital gap is 10.4 eV. Its energy is -1559.19592 Ha. The value obtained for the HOMO energy is -0.3537 Eh. Its maximum force is 0.32 eV/Å. Its multiplicity is 1. The value obtained for the LUMO energy is 0.7 eV.

```
32
Properties=species:S:1:pos:R:3:forces:R:3:lowdin_charge:R:1
N -1.5090 -3.0612 0.7788 0.02 0.02 0.05 0.00
O -0.3347 -3.6441 1.3523 -0.08 -0.08 0.01 -0.40
S 0.6168 -2.5626 2.1438 0.09 -0.06 -0.07 0.85
O 1.5014 -3.3867 2.9182 -0.03 0.04 -0.02 -0.39
O 1.5245 -2.1102 0.8534 -0.03 0.12 0.07 -0.54
P 1.0548 -0.8621 -0.1636 0.20 -0.01 -0.16 0.74
O 0.9493 -1.7764 -1.5070 -0.19 0.00 0.08 -0.25
O 2.5092 -0.1885 -0.4038 -0.29 0.12 0.08 -0.24
H -1.2281 -2.3199 0.1384 -0.01 -0.02 -0.01 0.02
H -2.0243 -2.6064 1.5284 -0.01 0.02 -0.04 0.06
H 1.0270 -2.7240 -1.3354 0.17 0.04 -0.01 0.07
H 2.4464 0.7656 -0.2174 0.06 0.06 0.10 0.01
C 4.8811 2.3167 -0.3194 0.01 -0.12 0.04 -0.01
C 3.7794 3.2975 -0.0236 0.01 0.09 0.03 -0.49
O 2.6665 2.9322 0.2924 0.02 -0.27 -0.14 0.06
C 4.1198 4.7602 -0.1377 -0.03 0.00 0.03 -0.02
H 4.5252 1.3009 -0.1725 0.08 -0.04 -0.05 0.06
H 5.2315 2.4392 -1.3457 -0.01 0.02 0.00 0.09
H 5.7354 2.4907 0.3373 -0.01 0.08 -0.01 0.09
H 4.4658 4.9812 -1.1492 0.00 0.00 0.00 0.09
H 4.9394 5.0051 0.5404 0.00 0.00 0.00 0.09
H 3.2496 5.3666 0.0976 0.00 0.00 0.00 0.08
C -5.4880 0.1070 -0.0240 0.02 0.00 0.01 -0.02
C -4.4869 -1.0164 -0.1065 0.01 -0.05 -0.03 -0.49
O -3.4320 -0.9708 0.4858 0.00 0.06 0.05 0.05
C -4.8575 -2.2005 -0.9619 0.01 -0.01 0.01 -0.02
H -5.1093 0.8985 0.6168 0.00 0.00 0.00 0.08
H -5.6878 0.5001 -1.0226 0.00 0.00 0.00 0.09
H -6.4358 -0.2680 0.3667 0.00 0.00 0.00 0.09
H -5.0339 -1.8763 -1.9894 0.00 0.00 0.00 0.09
H -5.7892 -2.6417 -0.6023 0.00 0.00 0.00 0.09
H -4.0631 -2.9424 -0.9358 0.00 0.00 0.00 0.08
```
Positions in Å, forces in eV/Å.



- relative energy (zero: lowest compared OMol25 entry of this formula, charge and spin) of number 4 (C6H16NO)?
  26.51 kcal/mol